C38H27BaF2N5O2Se2 | ωB97M-V with the def2-TZVPD basis set

The LUMO energy comes out at -0.0205 Eh. Its total energy is -6916.68015 Eh. For the largest force on an atom, the calculation gives 1.33 eV/A. The calculation puts the orbital gap at 5.571 eV.

Geometry as XYZ:
```
77
Properties=species:S:1:pos:R:3:mulliken_charge:R:1
Ba 1.8727 -0.0507 -0.6721 1.89
C 1.4127 -1.9559 2.3466 -0.70
O 1.9203 -0.6210 2.2926 0.10
C 1.1368 0.2694 3.0436 -0.20
C 1.0876 0.1630 4.4193 -0.54
C 0.2307 0.9813 5.1468 -0.69
C -0.5737 1.8880 4.4656 -0.98
C -0.4958 2.0182 3.0896 -0.12
C 0.3920 1.2340 2.3391 0.40
N 0.6415 1.3214 0.9967 -1.23
N -0.4855 1.6341 0.1810 2.38
C -1.5770 0.7179 0.1728 -1.26
C -1.3282 -0.6352 -0.0347 0.23
O -0.1365 -1.0821 -0.3524 -0.23
C -2.4210 -1.5446 0.0721 -0.65
C -3.6920 -1.1122 0.2862 -1.21
C -3.9710 0.2690 0.4484 0.98
C -5.2907 0.7393 0.6478 -0.88
C -5.5498 2.0687 0.8145 -0.84
C -4.4800 2.9898 0.8017 -0.88
C -3.1942 2.5678 0.6149 -0.77
C -2.8959 1.1903 0.4251 1.34
H 1.4784 -2.3595 3.3595 0.41
H 2.0307 -2.5616 1.6804 0.19
H 0.3766 -1.9800 2.0046 0.17
H 1.6993 -0.5814 4.9165 0.44
H 0.1808 0.8968 6.2240 0.41
H -1.2648 2.5127 5.0183 0.42
H -1.1214 2.7332 2.5693 0.30
H -2.2119 -2.5996 -0.0653 0.42
H -4.5124 -1.8196 0.3351 0.37
H -6.0981 0.0155 0.6660 0.42
H -6.5635 2.4169 0.9639 0.40
H -4.6785 4.0447 0.9458 0.45
H -2.3923 3.2930 0.6107 0.28
F 1.0359 6.0305 -0.7092 -0.36
C 0.3838 4.9234 -1.1225 0.21
C 0.3408 3.8417 -0.2765 -1.31
C -0.3663 2.6984 -0.6814 0.47
C -0.9243 2.6484 -1.9747 -0.60
C -0.8520 3.7930 -2.7505 1.24
F -1.3827 3.7473 -3.9914 -0.33
C -0.2200 4.9596 -2.3685 -1.09
C -1.3738 1.3689 -2.5855 0.27
C -2.7102 1.1296 -2.8914 -0.36
C -3.0611 -0.0762 -3.4639 -0.69
C -2.0617 -1.0044 -3.7286 -0.58
C -0.7607 -0.6754 -3.4035 -0.41
N -0.4059 0.4821 -2.8434 -0.12
H 0.7960 3.8790 0.7023 0.63
H -0.1741 5.8245 -3.0111 0.54
H -3.4511 1.8792 -2.6479 0.48
H -4.0958 -0.2946 -3.6939 0.43
H -2.2851 -1.9644 -4.1738 0.42
H 0.0419 -1.3808 -3.5982 0.51
Se 4.4510 -2.5459 -2.5522 -0.04
Se 5.1284 -3.6079 -0.6199 -0.05
C 4.9827 -2.2295 0.7228 0.54
C 5.2501 -2.6312 2.0278 -0.68
C 5.2794 -1.6626 3.0137 -0.38
C 5.0513 -0.3383 2.6650 -0.63
C 4.7780 -0.0559 1.3419 -0.21
N 4.7293 -0.9822 0.3775 -0.37
C 2.6788 -3.3021 -2.6669 0.09
C 2.3606 -4.1029 -3.7537 -0.55
C 1.0841 -4.6443 -3.8043 -0.38
C 0.2006 -4.3779 -2.7721 -0.83
C 0.6136 -3.5528 -1.7358 -0.45
N 1.8327 -3.0121 -1.6877 0.24
H 5.4311 -3.6724 2.2615 0.35
H 5.4767 -1.9393 4.0411 0.42
H 5.0583 0.4535 3.3998 0.44
H 4.5782 0.9666 1.0365 0.50
H 3.0944 -4.3065 -4.5204 0.44
H 0.7935 -5.2761 -4.6337 0.40
H -0.8002 -4.7869 -2.7669 0.48
H -0.0520 -3.2643 -0.9344 0.46
```